(1)
This record from OMol25 describes a 3-piece molecular cluster, C14H32N4O8PS3 overall in a non-equilibrium geometry. The level of theory is ωB97M-V with the def2-TZVPD basis set.

Cartesian coordinates (Å):
C -3.12320 1.35625 5.88139
C -3.35857 2.33169 4.72748
O -3.29058 1.56333 3.51062
C -2.88755 2.23461 2.43757
O -2.71742 3.43186 2.36842
C -2.58569 1.34866 1.25011
C -1.04297 1.24932 1.19257
C -0.48253 0.51273 -0.08208
N 0.67611 1.30599 -0.51331
C 0.88239 2.11649 -1.52440
N 2.11134 2.63700 -1.44886
C 2.65113 2.13807 -0.36631
N 3.89699 2.46900 0.04547
P 4.60626 1.83655 1.47395
S 6.51791 1.95416 1.49802
N 1.78639 1.29172 0.25458
H -2.05212 1.30761 6.06703
H -3.43562 0.35407 5.61846
H -3.58051 1.71830 6.79366
H -2.59948 3.09824 4.77613
H -4.35669 2.74051 4.83332
H -2.93238 1.86547 0.36427
H -3.03350 0.36345 1.36139
H -0.68169 2.27300 1.14843
H -0.60767 0.77391 2.06743
H -1.22428 0.43784 -0.86576
H -0.17429 -0.50090 0.14282
H 0.12541 2.30456 -2.26050
H 4.41133 3.12025 -0.52798
H 4.08422 0.52862 1.58345
H 4.04240 2.56766 2.53464
H 1.90431 0.76002 1.09916
O 2.01599 1.32265 -4.46065
S 3.37445 1.53517 -4.87884
O 3.67347 2.37841 -5.98627
O 4.07060 0.12694 -5.08524
C 3.42286 -0.83241 -5.95452
C 3.64857 -0.52252 -7.42016
C 4.31994 2.04823 -3.48768
H 2.35933 -0.89029 -5.71833
H 3.86370 -1.79543 -5.70571
H 3.13814 0.39380 -7.71409
H 3.26950 -1.33625 -8.03769
H 4.70978 -0.38541 -7.62448
H 4.11350 1.36666 -2.66918
H 3.99887 3.05572 -3.23814
H 5.37655 2.03969 -3.74391
O -2.08438 -2.40009 1.53631
S -3.06702 -3.28348 0.97228
O -4.44310 -2.91007 0.93420
O -2.93764 -4.71801 1.62347
C -2.96759 -4.82112 3.06758
C -4.37395 -4.71546 3.62126
C -2.56145 -3.74219 -0.65122
H -2.30755 -4.07243 3.50795
H -2.54900 -5.79802 3.29845
H -4.78062 -3.71438 3.48160
H -4.37372 -4.93700 4.68809
H -5.03985 -5.41214 3.11349
H -1.52757 -4.07511 -0.61734
H -2.65717 -2.86205 -1.28359
H -3.21409 -4.53346 -1.00881

Computed properties:
HOMO energy in eV: -12.30
Total charge: +1
Calculated total energy in eV: -79164.9544

***

(2)
This record from OMol25 describes a 4-piece molecular cluster, C14H33BNO11P overall. The level of theory is ωB97M-V with the def2-TZVPD basis set.

Cartesian coordinates (Å):
N -0.84134 2.94761 0.92313
C -1.11712 1.52075 0.77454
C -2.59608 1.25630 0.42240
B -3.52552 1.97631 1.46071
O -4.02805 1.38719 2.56550
P -3.99060 3.87360 1.28165
O -3.84609 4.73681 2.48685
H -1.03860 3.29116 1.85589
H 0.12200 3.16333 0.70654
H -0.82818 0.93509 1.65478
H -0.49579 1.15250 -0.04228
H -2.77729 1.63952 -0.58502
H -2.75946 0.17367 0.42536
H -3.89389 0.43599 2.59727
H -5.29876 3.80933 0.73005
H -3.27783 4.30171 0.14321
C 3.57112 -3.24170 -1.07065
C 2.17785 -3.76266 -0.80468
O 1.22508 -2.68301 -0.67898
C 0.79058 -2.16885 -1.82808
O 1.10806 -2.51985 -2.93388
O -0.07504 -1.19373 -1.54105
C -0.60788 -0.51556 -2.68296
H 3.86728 -2.53065 -0.29907
H 4.27823 -4.07176 -1.06446
H 3.62213 -2.75266 -2.04205
H 2.12025 -4.28083 0.15070
H 1.84218 -4.43794 -1.59008
H -1.03890 -1.21769 -3.39299
H 0.17083 0.06528 -3.17503
H -1.37561 0.14842 -2.29574
C -0.60111 -4.11940 3.13551
C -0.86327 -4.31711 1.65964
O -0.64064 -5.68486 1.26043
C -1.63688 -6.52649 1.52908
O -2.69272 -6.24141 2.03409
O -1.27127 -7.74583 1.13401
C -2.25193 -8.76334 1.36847
H 0.40152 -4.46118 3.39437
H -0.67744 -3.05970 3.38222
H -1.32542 -4.66775 3.73597
H -0.16913 -3.74232 1.05105
H -1.87985 -4.02969 1.39310
H -3.20732 -8.48214 0.93108
H -2.37958 -8.92573 2.43741
H -1.86085 -9.65732 0.89354
C 1.37831 7.59720 -0.28675
C 2.04412 6.34624 0.23840
O 2.06530 5.30072 -0.75698
C 3.02172 5.40696 -1.67649
O 3.86838 6.26136 -1.72933
O 2.89209 4.39115 -2.53193
C 3.85887 4.38267 -3.58904
H 0.37780 7.36976 -0.65478
H 1.29120 8.32956 0.51640
H 1.96330 8.03665 -1.09303
H 1.48044 5.91604 1.06376
H 3.06391 6.54062 0.56755
H 4.86796 4.42740 -3.18544
H 3.69956 5.23035 -4.25335
H 3.69936 3.44991 -4.12053

Computed properties:
HOMO energy in eV: -9.38
SMILES string: NCCB(O)[PH2]=O.CCOC(=O)OC.CCOC(=O)OC.CCOC(=O)OC
Total charge: 0
Calculated total energy in eV: -49032.8003

***

(3)
This record from OMol25 describes C14H33ClIN3OP3V as an isolated structure in a non-equilibrium geometry. The level of theory is ωB97M-V with the def2-TZVPD basis set.

Cartesian coordinates (Å):
C -1.12840 -1.87902 -2.93154
C -0.44198 -1.67352 -1.62933
H -1.79133 -2.75410 -2.87719
H -0.39028 -2.03122 -3.73754
H -1.74896 -1.01807 -3.20616
O -0.31523 -2.48355 -0.71984
I 2.28415 1.94030 -0.37294
V 0.12952 0.48353 -1.24269
P -1.87405 1.67853 -1.26834
C -2.93247 2.04081 0.17813
C -1.54371 3.34120 -1.94766
H -2.48580 3.89478 -2.06227
H -4.04430 1.60639 -2.37463
H -1.04597 3.24281 -2.91870
H -2.74003 1.01389 -3.45417
H -2.43350 2.74916 0.84481
H -0.87889 3.87563 -1.25842
C -3.12758 1.00225 -2.42697
H -3.87879 2.49104 -0.15338
H -3.36960 -0.03191 -2.14665
H -3.15604 1.12153 0.73234
P 2.24454 -0.98240 -1.80927
C 3.14476 -1.80368 -0.44018
C 2.10845 -2.41884 -2.94842
H 3.23317 0.38250 -3.54301
H 4.42410 -0.77823 -2.83303
H 3.97352 0.72105 -1.95507
C 3.60936 -0.07143 -2.62205
H 1.82814 -2.05940 -3.94715
H 3.09030 -2.91738 -2.98744
H 4.00286 -2.35886 -0.85397
H 2.46770 -2.50908 0.06378
H 1.35420 -3.13003 -2.57981
H 3.50767 -1.06178 0.28226
Cl 0.37503 1.01284 -3.50458
C -1.46010 0.50643 3.77305
N -1.33115 -0.86134 3.21527
C -0.10638 -1.50234 3.74421
N 1.10448 -0.68623 3.48622
C 0.93561 0.63628 4.09941
N -0.25809 1.33086 3.55027
C -0.07327 1.68642 2.16621
P 0.02533 0.14596 1.06349
C -1.37118 -0.88061 1.76850
C 1.40289 -0.62003 2.07287
H -1.59628 0.40325 4.86004
H -2.32235 1.00979 3.30241
H 0.00348 -2.49091 3.27004
H -0.22284 -1.58250 4.83343
H 1.82481 1.24591 3.91467
H 0.77601 0.49233 5.18239
H -0.89587 2.32234 1.83274
H 0.85537 2.25023 2.07214
H -1.25397 -1.91036 1.39844
H -2.33082 -0.46801 1.42963
H 2.30883 -0.02707 1.92321
H 1.53494 -1.63616 1.69242

Computed properties:
HOMO energy (alpha / beta) in eV: -14.18 / -14.22
Spin multiplicity: 3
Total charge: +2
Calculated total energy in eV: -95733.0654

***

(4)
This record from OMol25 describes C14H33ClIN4OP2Yb as an isolated structure in a non-equilibrium geometry. The level of theory is ωB97M-V with the def2-TZVPD basis set.

Cartesian coordinates (Å):
C 0.00800 0.68192 -6.43858
C 0.01085 1.22749 -5.06664
H 0.01168 1.43635 -7.21726
H -0.88261 0.06242 -6.58907
H 0.89214 0.05336 -6.58858
O 0.01916 2.25692 -4.45609
I -0.00703 -0.79751 -3.73190
Yb 0.00304 0.12572 -0.84716
P 2.81659 0.07318 -0.93366
C 4.05213 1.08390 -0.03737
C 3.47105 -1.60341 -0.46956
H 4.50018 -1.72812 -0.86585
H 4.59029 -0.16142 -2.61082
H 2.80079 -2.37791 -0.88335
H 2.95172 -0.44423 -3.28574
H 3.87241 0.96994 1.03549
H 3.48546 -1.68290 0.63670
C 3.54579 0.17987 -2.61041
H 5.07714 0.77252 -0.27326
H 3.49673 1.23545 -2.91556
H 3.90938 2.12765 -0.33027
P -2.81298 0.10789 -0.93316
C -4.02906 1.13618 -0.03122
C -3.54158 0.23407 -2.60888
H -2.83933 -2.34426 -0.89284
H -4.52700 -1.66607 -0.87321
H -3.51157 -1.64094 0.63010
C -3.49598 -1.55947 -0.47628
H -2.95619 -0.39415 -3.28815
H -4.59075 -0.09286 -2.61155
H -5.05963 0.84036 -0.26191
H -3.87270 2.17747 -0.32493
H -3.47723 1.29051 -2.90809
H -3.84634 1.02131 1.04075
Cl -0.01198 -2.32408 -0.44709
C -0.00627 1.34287 2.05692
N -0.00220 -0.07961 1.56677
C -1.19685 -0.77092 2.15325
N -1.22402 -0.71406 3.64867
C -1.20896 0.73184 4.05957
N -0.00405 1.44028 3.54602
C 1.20216 0.74053 4.06139
N 1.22411 -0.70817 3.63706
C 1.19385 -0.76574 2.16172
C -0.00134 -1.33379 4.19735
H -0.89583 1.85020 1.65182
H 0.88450 1.85437 1.65380
H -1.19695 -1.83153 1.85132
H -2.10855 -0.31507 1.75038
H -1.22291 0.77832 5.15890
H -2.11176 1.23291 3.66703
H 2.10199 1.24114 3.66544
H 1.21626 0.78655 5.16044
H 1.19988 -1.82407 1.85187
H 2.10316 -0.30702 1.75138
H -0.00091 -1.22106 5.28965
H 0.00216 -2.40512 3.92468

Computed properties:
HOMO energy (alpha / beta) in eV: -14.30 / -14.30
Spin multiplicity: 2
Total charge: +2
Calculated total energy in eV: -93779.1502